A cluster of 2 separate species, C35H28BF3O4S in total at a distorted geometry. Source: the Open Molecules 2025 dataset; level of theory: the ωB97M-V functional and the def2-TZVPD basis.

Structure (XYZ):
```
72
Properties=species:S:1:pos:R:3:lowdin_charge:R:1
C 1.60 -5.52 -1.45 -0.12
C 2.54 -4.31 -1.58 -0.09
C 2.24 -3.56 -0.29 -0.14
C 1.74 -4.54 0.59 -0.22
O 1.36 -5.70 -0.01 0.00
C 1.50 -4.24 1.94 0.03
C 1.54 -2.92 2.34 0.00
C 1.82 -1.86 1.41 -0.21
C 1.45 -0.51 1.83 0.17
C 0.04 -0.19 1.89 -0.15
C -0.60 0.87 2.64 0.09
C -1.98 0.99 2.68 -0.11
C -2.81 0.01 2.06 -0.19
O -4.14 0.10 2.32 0.03
C -4.29 1.30 3.20 -0.09
C -2.93 2.01 3.28 -0.08
C -2.24 -0.93 1.20 0.04
C -0.87 -0.95 1.08 0.03
C 2.26 -2.23 0.10 0.04
H 0.64 -5.32 -1.93 0.12
H 2.02 -6.44 -1.86 0.13
H 3.58 -4.69 -1.55 0.13
H 2.41 -3.72 -2.49 0.12
H 1.29 -5.05 2.63 0.13
H 1.31 -2.63 3.37 0.11
H 2.17 0.25 2.09 0.11
H 0.05 1.55 3.19 0.14
H -5.07 1.92 2.74 0.13
H -4.63 0.94 4.19 0.13
H -2.67 2.28 4.32 0.13
H -2.99 2.94 2.68 0.14
H -2.91 -1.59 0.64 0.13
H -0.43 -1.62 0.35 0.12
H 2.58 -1.47 -0.62 0.13
C 6.99 4.07 1.22 -0.11
C 6.19 2.91 1.72 -0.63
C 5.36 2.12 0.94 -0.16
C 4.71 1.03 1.66 -0.17
C 4.92 1.07 3.03 -0.32
B 4.85 -0.09 4.31 -0.73
C 3.36 0.03 5.01 -0.08
C 3.05 1.30 5.48 -0.02
C 1.86 1.55 6.15 -0.01
C 0.98 0.50 6.35 -0.16
C -0.28 0.74 7.14 -0.53
F -0.67 2.05 7.12 0.10
F -1.30 0.01 6.61 0.10
F -0.13 0.41 8.47 0.11
C 1.28 -0.79 5.93 -0.02
C 2.48 -1.03 5.23 -0.03
O 5.25 -1.36 3.64 0.09
C 6.55 -1.50 3.97 -0.22
C 6.91 -0.61 5.05 -0.22
C 8.12 -0.80 5.73 -0.01
C 9.02 -1.76 5.25 -0.12
C 8.67 -2.62 4.19 -0.12
C 7.42 -2.51 3.58 -0.03
O 5.87 0.18 5.39 0.06
S 6.14 2.33 3.32 1.07
H 6.73 4.14 0.16 0.07
H 6.75 5.02 1.71 0.07
H 8.07 3.92 1.27 0.07
H 5.28 2.35 -0.12 0.09
H 4.12 0.30 1.11 0.08
H 3.78 2.11 5.37 0.12
H 1.66 2.56 6.51 0.12
H 0.60 -1.62 6.17 0.12
H 2.75 -2.05 4.92 0.11
H 8.30 -0.24 6.64 0.11
H 10.00 -1.87 5.73 0.09
H 9.37 -3.39 3.88 0.09
H 7.07 -3.21 2.84 0.10
```

Output
* charge: 0
* ΔE to the lowest compared entry with this formula, charge and spin: 56.2 kcal/mol
* lowest unoccupied orbital energy: -3.13 eV
* gap between HOMO and LUMO: 3.05 eV
* HOMO level: -6.187 eV